No. 1
Below is a cluster of 4 separate species, C28H62BrN3O12P3 in total in a non-equilibrium geometry, with properties calculated with wB97M-V/def2-TZVPD.

Computed properties:
orbital gap	6.85	eV
2S+1	1
charge	+1

The geometry in XYZ format:
```
109
Properties=species:S:1:pos:R:3:forces:R:3:lowdin_charge:R:1
C -3.51878 -4.00465 0.62366 0.6 -0.1 -0.2 -0.0981
C -2.70234 -2.91538 -0.14714 -0.5 0.0 1.4 -0.2111
C -2.54797 -1.61837 0.71947 0.2 -0.2 -1.3 -0.1862
C -3.37102 -0.42646 0.13218 0.5 0.2 1.6 -0.1748
C -4.68027 -0.16992 0.94560 0.3 0.6 -0.8 -0.1613
C -5.98978 -0.40369 0.16462 -0.7 -0.2 0.5 -0.1260
C -6.21351 -1.81912 -0.29835 0.0 -0.7 -0.2 -0.1011
C -5.95915 -2.24472 -1.59186 0.2 0.4 -0.4 0.0029
C -6.21897 -3.56989 -2.02269 0.0 0.3 -0.1 -0.7002
Br -5.90999 -4.13623 -3.80593 -0.1 0.3 0.8 0.8393
N -6.71403 -4.45645 -1.20131 0.2 -0.3 -0.5 0.0814
N -6.90721 -4.03529 0.02166 -0.7 -0.3 1.5 0.0912
C -6.71369 -2.84124 0.56494 0.8 1.5 -0.7 -0.2325
N -6.98229 -2.56929 1.92583 -0.3 -1.0 -0.7 0.1544
H -3.96130 -3.62945 1.56053 0.0 0.1 -0.4 0.0592
H -2.81588 -4.78915 0.93948 -0.4 0.0 -0.1 0.0791
H -4.29164 -4.46359 -0.00665 0.2 -0.1 0.2 0.0421
H -3.21471 -2.66691 -1.08481 0.4 -0.1 0.1 0.0798
H -1.70602 -3.32675 -0.33783 -0.3 0.1 -0.4 0.1051
H -1.48069 -1.35661 0.74118 -0.3 0.1 -0.1 0.1012
H -2.82555 -1.81136 1.76538 0.0 0.1 -0.3 0.0982
H -3.52173 -0.50273 -0.95226 -0.1 -0.1 0.3 0.1027
H -2.73897 0.46100 0.29072 -0.3 -0.1 -0.3 0.1079
H -4.68555 0.89355 1.22938 -0.2 -0.3 0.0 0.1128
H -4.66066 -0.73107 1.88797 -0.2 0.0 -0.3 0.1068
H -6.82444 -0.16063 0.84334 0.2 0.0 -0.2 0.1243
H -6.11695 0.25553 -0.70444 0.4 -0.1 0.2 0.1338
H -5.54825 -1.53559 -2.31198 -0.1 -0.2 0.1 0.1330
H -7.29300 -4.73656 0.65498 0.1 -0.1 -0.3 0.1956
H -7.99619 -2.56318 2.04513 0.1 0.3 0.3 0.1238
H -6.59774 -3.31038 2.51016 -0.1 0.2 0.1 0.1116
O 2.45614 -1.17761 -1.10857 3.3 -1.1 -0.1 -0.2275
P 3.12331 0.12048 -0.79717 -5.6 4.6 0.8 0.5901
O 2.50946 0.50447 0.66869 0.5 -0.4 -0.1 -0.2134
C 2.93082 -0.23841 1.81895 0.1 0.0 0.1 -0.2795
C 4.38612 0.01889 2.16764 0.0 0.0 -0.2 -0.0776
O 2.24855 1.12670 -1.75949 0.6 -0.2 -0.2 -0.2118
C 1.43183 0.60727 -2.80260 -0.3 -0.2 0.0 -0.2966
C 0.01989 0.34483 -2.31526 -0.3 0.2 0.1 -0.0816
O 4.27057 1.32864 -0.68186 1.2 -3.0 -0.3 -0.1953
C 5.55407 1.09879 -1.29593 0.4 -0.1 -0.1 -0.2731
C 5.44271 0.85582 -2.78197 -0.2 0.0 -0.2 -0.0783
H 2.76859 -1.30942 1.66033 -0.1 0.0 -0.1 0.1104
H 2.28267 0.07612 2.63714 0.0 0.1 -0.1 0.1158
H 5.03913 -0.41559 1.40504 0.1 0.0 0.1 0.0472
H 4.64678 -0.42903 3.12774 -0.1 0.0 0.0 0.0823
H 4.59036 1.08854 2.20585 0.0 0.0 0.0 0.0855
H 1.87593 -0.28993 -3.23368 0.0 -0.1 0.1 0.1037
H 1.40825 1.35563 -3.59771 0.1 0.1 0.1 0.1171
H 0.00898 -0.18321 -1.36087 0.2 -0.2 -0.1 0.0608
H -0.54366 -0.23965 -3.04576 0.0 0.0 0.0 0.0745
H -0.50229 1.29075 -2.15214 0.0 0.0 -0.1 0.0741
H 6.03048 0.24500 -0.80553 0.1 0.1 0.0 0.1020
H 6.16773 1.97852 -1.10516 -0.2 0.1 0.2 0.1230
H 4.88281 -0.06302 -2.99031 0.1 0.0 0.0 0.0751
H 6.43201 0.75289 -3.22758 0.0 -0.1 0.0 0.0812
H 4.91361 1.67358 -3.27235 0.1 0.1 0.0 0.0851
O 7.80246 -2.17196 -1.93154 1.5 2.6 -2.6 -0.2323
P 9.07045 -2.95366 -2.01402 -1.9 -6.2 4.9 0.5853
O 8.51633 -4.41029 -2.51832 0.5 0.6 -0.4 -0.2059
C 8.10719 -4.55254 -3.87703 0.0 -0.1 -0.3 -0.2866
C 9.28085 -4.51539 -4.84070 0.1 0.1 0.0 -0.0807
O 9.23902 -3.28587 -0.41376 0.5 0.7 -0.2 -0.2069
C 8.53301 -2.48423 0.54178 -0.1 0.1 0.1 -0.2915
C 7.14021 -3.00167 0.83713 -0.1 -0.4 0.0 -0.0714
O 10.65263 -3.39682 -2.25965 -0.8 2.7 -1.7 -0.1920
C 11.57217 -2.34821 -2.63105 0.3 0.3 0.1 -0.2748
C 11.64995 -1.25571 -1.58182 -0.1 0.0 0.1 -0.0792
H 7.37660 -3.77627 -4.12680 0.0 0.0 0.0 0.1093
H 7.60341 -5.51616 -3.95238 0.0 0.0 0.2 0.1181
H 9.72511 -3.51601 -4.87806 0.0 0.0 -0.1 0.0614
H 8.95820 -4.77478 -5.85006 0.0 0.0 0.0 0.0793
H 10.06197 -5.20768 -4.52798 -0.1 0.0 0.0 0.0844
H 8.48022 -1.44818 0.20505 0.0 0.0 -0.1 0.0948
H 9.13605 -2.48740 1.45185 0.1 -0.1 -0.1 0.1176
H 6.59440 -3.25153 -0.07278 0.1 0.2 -0.1 0.0730
H 6.56562 -2.26027 1.39558 0.0 0.0 0.0 0.0579
H 7.17943 -3.91863 1.42846 0.1 0.1 0.1 0.0782
H 11.26929 -1.93012 -3.59536 0.1 0.0 0.0 0.1090
H 12.54844 -2.81216 -2.76336 -0.1 -0.2 0.0 0.1226
H 10.69231 -0.73230 -1.47927 0.0 0.0 -0.1 0.0704
H 12.40620 -0.51863 -1.85289 0.0 0.0 0.0 0.0830
H 11.89422 -1.67534 -0.60615 0.1 0.0 0.0 0.0880
O -7.19052 3.87934 1.62136 -1.6 2.4 -1.9 -0.2381
P -6.73140 5.08804 2.37107 4.2 -3.1 5.4 0.5776
O -5.10244 4.97615 2.27583 -0.6 0.4 -0.3 -0.2085
C -4.47010 5.25299 1.02676 0.2 0.1 -0.2 -0.2891
C -4.52367 6.72708 0.66633 -0.2 0.0 0.0 -0.0776
O -6.95863 4.57337 3.91446 -0.5 0.5 -0.3 -0.2084
C -7.75780 3.42842 4.19047 0.0 -0.3 0.0 -0.2962
C -6.91539 2.16843 4.21732 0.2 -0.2 0.1 -0.0771
O -6.67200 6.64300 2.94566 -1.7 -0.3 -2.9 -0.1919
C -7.76751 7.51352 2.58705 -0.3 0.2 0.1 -0.2710
C -9.10252 6.98701 3.07729 0.0 -0.2 0.1 -0.0786
H -4.92619 4.64514 0.23805 0.0 0.0 0.0 0.1072
H -3.43079 4.93929 1.12634 -0.1 -0.1 0.1 0.1177
H -5.54739 7.03644 0.43543 0.0 0.0 -0.1 0.0629
H -3.90778 6.93125 -0.21053 0.0 0.0 0.0 0.0810
H -4.17656 7.34211 1.49586 0.1 0.0 0.0 0.0864
H -8.57624 3.34449 3.47513 0.1 0.0 -0.1 0.1012
H -8.21569 3.58070 5.16993 0.1 0.2 0.0 0.1184
H -6.23736 2.11423 3.36459 -0.2 0.1 -0.1 0.0591
H -7.54792 1.27785 4.21965 0.0 0.0 0.0 0.0716
H -6.28974 2.14839 5.11161 -0.1 0.0 0.0 0.0780
H -7.78341 7.64136 1.50104 0.0 0.1 0.0 0.1096
H -7.56074 8.48562 3.03179 0.2 -0.1 0.0 0.1233
H -9.35980 6.03853 2.59187 0.0 0.1 0.0 0.0718
H -9.89765 7.70023 2.85943 0.0 0.0 0.0 0.0840
H -9.07310 6.80242 4.15096 0.0 0.1 0.0 0.0876
```
Positions in Å, forces in eV/Å.



No. 2
Below is a structure of composition C42H42AsCsN4O2S in a non-equilibrium geometry, with properties calculated with wB97M-V/def2-TZVPD.

Computed properties:
orbital gap	4.85	eV
2S+1	1
charge	0
relative energy (zero: lowest compared OMol25 entry of this formula, charge and spin)	18.3	kcal per mole

The geometry in XYZ format:
```
93
Properties=species:S:1:pos:R:3:forces:R:3:lowdin_charge:R:1
Cs -1.23781 0.54885 0.13361 -1.3 -1.2 -0.2 1.2312
C 2.49733 6.58931 -3.36300 -0.1 -0.1 0.1 -0.0536
C 1.78233 5.31814 -2.98375 0.2 0.0 -0.2 -0.2740
C 2.02573 4.13255 -3.60607 0.0 0.0 0.0 -0.0038
C 1.33309 2.94643 -3.24693 -0.1 0.1 0.2 -0.1234
C 1.67516 1.75006 -3.87353 0.0 -0.2 0.0 -0.0122
N 1.11264 0.59388 -3.61298 0.0 0.1 0.0 0.0597
C 1.44384 -0.66636 -4.23874 0.1 -0.3 0.0 -0.1546
C 1.69180 -1.78808 -3.22680 0.1 0.3 0.0 -0.1460
C 2.95757 -1.65148 -2.38141 0.0 -0.2 -0.2 -0.1557
N 2.81633 -0.65375 -1.34051 0.1 0.1 0.1 0.0583
C 3.79078 0.05914 -0.82668 -0.1 -0.1 -0.1 -0.0065
C 3.62268 0.96141 0.22832 -0.2 0.1 0.2 -0.1221
C 4.73463 1.70393 0.69989 0.0 0.1 0.0 -0.0017
C 4.60588 2.61902 1.70119 0.3 0.0 -0.1 -0.2734
C 5.77269 3.40631 2.23834 -0.1 -0.1 0.1 -0.0538
C 3.31644 2.81573 2.24709 -0.2 -0.2 -0.1 0.0231
C 2.19258 2.12722 1.85804 0.2 0.1 0.0 -0.0997
C 0.93554 2.47500 2.52524 -0.2 0.2 0.3 -0.1161
N -0.18200 1.90484 2.38392 0.5 0.1 0.0 -0.0641
C -1.31676 2.40375 3.11582 -0.2 0.2 0.3 -0.2356
C -2.52818 2.71705 2.23449 0.0 0.1 0.0 -0.2213
C -2.34845 3.87673 1.25733 -0.2 0.2 0.2 -0.2261
N -1.54083 3.52387 0.11478 0.2 0.0 -0.3 -0.0148
C -0.78657 4.39805 -0.39370 -0.1 0.2 0.3 -0.1176
C 0.11413 4.22082 -1.53384 0.1 0.1 -0.1 -0.1010
C 0.82872 5.32028 -1.93889 -0.1 -0.1 0.0 0.0219
C 0.31463 2.95186 -2.20611 0.3 -0.1 -0.2 -0.2946
O -0.30230 1.90225 -1.90511 0.3 0.6 -0.8 -0.2576
C 2.30131 1.13609 0.81054 0.4 0.0 -0.3 -0.2948
O 1.32596 0.47466 0.37939 1.1 -0.1 0.3 -0.2817
H 3.24795 6.39981 -4.12860 0.0 0.0 0.0 0.0730
H 2.99393 7.03298 -2.49849 0.0 0.0 0.0 0.0790
H 1.79191 7.32451 -3.75528 0.0 0.0 0.0 0.0812
H 2.76671 4.07418 -4.39801 0.0 0.0 0.0 0.1191
H 2.46639 1.75403 -4.62045 0.0 0.0 0.0 0.1422
H 0.35910 0.67189 -2.91201 0.0 0.0 0.0 0.1176
H 2.32465 -0.52320 -4.86954 0.0 0.0 0.0 0.1244
H 0.62036 -0.97441 -4.88799 0.0 0.1 0.0 0.1293
H 1.76049 -2.72305 -3.78301 0.0 0.0 0.0 0.1199
H 0.82592 -1.87544 -2.56212 0.0 -0.1 0.0 0.1195
H 3.81629 -1.39375 -3.00793 0.0 0.0 0.0 0.1261
H 3.16456 -2.62494 -1.92783 0.0 0.0 0.0 0.1287
H 1.91658 -0.48181 -0.85543 0.0 0.0 0.0 0.1087
H 4.77961 -0.06513 -1.26350 0.0 0.0 0.0 0.1437
H 5.70469 1.53344 0.24224 0.0 0.0 0.0 0.1199
H 6.67261 3.23297 1.65085 0.0 0.0 0.0 0.0734
H 5.98214 3.11576 3.27025 0.1 0.0 0.0 0.0818
H 5.55928 4.47628 2.23724 0.0 0.0 0.0 0.0789
H 3.21409 3.56417 3.02793 -0.1 0.0 0.0 0.1237
H 1.03812 3.33326 3.21143 -0.1 0.0 0.0 0.1232
H -1.04768 3.30059 3.69984 0.0 0.0 0.0 0.1135
H -1.61522 1.61988 3.81925 0.0 0.0 0.0 0.1216
H -3.35199 2.96811 2.90604 0.0 0.0 0.0 0.1182
H -2.85568 1.83032 1.68683 -0.2 0.2 0.3 0.0029
H -1.94279 4.75737 1.78265 0.0 0.0 0.0 0.1167
H -3.34015 4.14772 0.88101 0.0 0.0 0.0 0.1264
H -0.74034 5.41483 0.03301 0.0 0.0 0.0 0.1241
H 0.66298 6.26114 -1.42129 -0.1 0.0 0.1 0.1234
S -4.13723 -0.54871 0.29133 -0.4 0.1 0.0 0.3426
C -4.85934 -2.11666 0.17099 0.0 0.0 0.0 -0.7935
C -6.25351 -2.28472 0.14951 0.1 -0.3 0.0 -0.1367
C -6.81389 -3.54736 0.06451 0.0 0.2 0.0 -0.1096
C -6.00497 -4.67651 0.00108 0.0 -0.1 0.0 -0.1176
C -4.62759 -4.52840 0.02244 0.2 0.0 0.0 -0.1145
C -4.04470 -3.26717 0.10983 -0.4 0.1 0.0 -0.4376
As -2.13792 -2.91864 0.04578 -0.1 -0.3 -0.3 1.2235
C -1.72935 -2.59561 1.92487 0.1 0.1 0.2 -0.4511
C -2.70597 -2.32680 2.87617 -0.1 0.0 0.0 -0.1080
C -2.35069 -2.02168 4.18369 0.1 0.0 0.0 -0.0805
C -1.01291 -1.97460 4.55431 0.0 0.0 0.0 -0.1000
C -0.02843 -2.23758 3.61050 0.0 0.0 0.1 -0.0946
C -0.38985 -2.54185 2.30718 0.0 0.0 -0.2 -0.1454
C -1.51800 -4.79309 -0.02546 0.0 0.0 0.1 -0.4097
C -1.46575 -5.62754 1.08888 0.0 0.0 0.0 -0.1087
C -1.03818 -6.94294 0.97245 0.0 0.0 0.0 -0.0883
C -0.66121 -7.44566 -0.26540 0.0 0.0 0.0 -0.1027
C -0.70721 -6.62520 -1.38377 0.0 -0.1 0.0 -0.1031
C -1.12789 -5.30879 -1.25940 0.0 0.1 0.0 -0.1378
H -6.87536 -1.40096 0.19713 0.0 0.0 0.0 0.0878
H -7.89283 -3.65062 0.04691 0.0 0.0 0.0 0.0943
H -6.44380 -5.66411 -0.06473 0.0 0.0 0.0 0.0898
H -3.99299 -5.40566 -0.03170 -0.1 0.0 0.0 0.0882
H -3.75110 -2.34270 2.59417 0.0 0.0 0.0 0.0883
H -3.12007 -1.81359 4.91681 0.0 0.0 0.0 0.1021
H -0.73905 -1.73595 5.57459 0.0 0.0 0.0 0.0967
H 1.01706 -2.20173 3.89131 0.0 0.0 0.0 0.0985
H 0.38043 -2.74199 1.56716 0.0 0.0 0.0 0.0983
H -1.76685 -5.24166 2.05583 0.0 0.0 0.0 0.1041
H -1.00415 -7.58016 1.84751 0.0 0.0 0.0 0.1000
H -0.33735 -8.47472 -0.35673 0.0 0.0 0.0 0.0965
H -0.41548 -7.01854 -2.35013 0.0 0.0 0.0 0.0955
H -1.16729 -4.66719 -2.13460 0.0 0.0 0.0 0.0850
```
Positions in Å, forces in eV/Å.



No. 3
Below is the molecule C3H11Cl2NSi2 in a non-equilibrium geometry, with properties calculated with wB97M-V/def2-TZVPD.

Computed properties:
SMILES	CN([Si@H](C)Cl)[Si@@H](C)Cl
orbital gap	9.56	eV
2S+1	1
charge	0
relative energy (zero: lowest compared OMol25 entry of this formula, charge and spin)	41.7	kcal per mole

The geometry in XYZ format:
```
19
Properties=species:S:1:pos:R:3:forces:R:3:nbo_charge:R:1
C 0.26254 0.12172 1.72632 0.6 -0.8 0.0 -0.4231
C -2.15799 2.05766 0.43977 0.2 -1.1 0.8 -1.1166
C 1.65363 -2.22371 -1.05764 1.3 -1.4 -1.0 -1.1827
N 0.12717 0.20222 0.26802 2.6 -0.7 -1.9 -1.2885
Si -1.46732 0.45430 -0.32889 0.6 -1.1 0.6 1.5310
Si 1.66384 -0.37690 -0.85457 -3.4 1.5 1.1 1.4974
Cl -1.45101 0.60792 -2.36112 0.1 0.5 -0.8 -0.4022
Cl 3.38426 0.22215 -0.00167 0.7 0.2 0.6 -0.3747
H -0.43749 -0.55581 2.19294 -0.7 -0.7 -0.1 0.1750
H 1.24292 -0.40416 1.97560 -0.9 1.6 0.1 0.2085
H -0.03216 1.07499 2.20223 1.2 -0.1 0.0 0.1956
H -2.25946 2.09116 1.54605 0.7 -0.1 -0.6 0.2477
H -1.71198 2.94916 0.02342 0.8 0.1 0.1 0.2580
H -3.15347 2.19658 0.16036 -2.0 -0.1 -0.8 0.2423
H 1.38265 -2.47000 -2.10513 0.2 0.4 0.2 0.2600
H 2.67151 -2.79245 -0.90250 -2.0 1.3 0.1 0.2670
H 0.81696 -2.67813 -0.52496 0.3 0.0 0.5 0.2632
H -2.06552 -1.00232 -0.34491 -0.3 1.5 0.7 -0.1923
H 1.53092 0.52562 -2.05333 0.0 -0.8 0.4 -0.1656
```
Positions in Å, forces in eV/Å.



No. 4
Below is the molecule C9H8N2O4 in a non-equilibrium geometry, with properties calculated with wB97M-V/def2-TZVPD.

Computed properties:
SMILES	O=C1Nc2ccccc2NC(=O)C1(O)O
orbital gap	9.29	eV
2S+1	1
charge	0
relative energy (zero: lowest compared OMol25 entry of this formula, charge and spin)	0.0	kcal per mole

The geometry in XYZ format:
```
23
Properties=species:S:1:pos:R:3:forces:R:3:nbo_charge:R:1
O 3.01920 -1.34739 -0.44840 -1.2 -0.2 -0.2 -0.5768
O -0.71952 -2.99562 -1.14334 0.6 -0.6 0.0 -0.5746
O 0.53763 -1.82877 1.72617 -0.5 1.0 0.1 -0.7010
O 1.43764 -3.31209 0.47411 -0.2 1.0 -1.6 -0.6785
C 1.86127 -1.00324 -0.21675 3.2 0.8 0.7 0.6136
C -0.36521 -1.98171 -0.58257 -1.8 -1.4 -0.3 0.6132
C -0.64155 3.14108 0.34597 0.4 -1.1 -0.5 -0.2095
C -1.91935 2.55641 0.23233 0.5 0.7 0.1 -0.2141
C 0.48716 2.32834 0.11997 -1.5 0.9 0.3 -0.2316
C -2.03476 1.22350 -0.12191 0.6 0.3 0.3 -0.2091
C 0.35944 0.96866 -0.16260 -0.4 0.7 -0.1 0.1740
C -0.90465 0.39552 -0.31511 -1.4 1.2 0.2 0.1003
N 1.56253 0.32770 -0.38480 -0.5 -1.9 -0.1 -0.6021
N -1.19190 -0.89519 -0.74864 1.1 0.1 0.6 -0.5948
C 0.87738 -2.01093 0.37134 -0.4 -1.6 1.0 0.3655
H 0.48283 -2.71843 2.16308 0.2 1.0 -1.0 0.5116
H 1.78921 -3.58521 -0.38594 0.0 0.0 0.1 0.4966
H -0.52050 4.19869 0.55182 0.0 -0.2 0.0 0.2212
H -2.79293 3.19689 0.41385 0.3 -0.5 -0.2 0.2221
H 1.48655 2.75225 0.12589 -0.1 0.0 0.2 0.2120
H -3.01874 0.80178 -0.25100 -0.1 -0.2 0.0 0.2103
H 2.34739 0.89412 -0.66019 0.2 -0.1 0.0 0.4217
H -2.13913 -1.10634 -1.10329 1.1 0.1 0.2 0.4299
```
Positions in Å, forces in eV/Å.